i:
A cluster of 2 separate species, C2H2N2OS in total. Source: the OMol25 dataset; level of theory: wB97M-V/def2-TZVPD.

```
8
Properties=species:S:1:pos:R:3
C -2.79566 -1.28303 0.11742
N -2.31965 -0.23899 -0.08559
S -1.89543 1.18501 -0.53689
H -2.53262 -2.19600 0.50896
N 2.39097 1.29429 0.19040
C 2.44986 0.19611 -0.27191
O 2.70191 -0.67567 -0.97999
H 2.00062 1.71828 1.05759
```

Values from the calculation:
- E_LUMO: -0.003 Eh
- Structure (SMILES): C#[N+][S-].N=C=O
- Frontier orbital gap: 8.86 eV


ii:
A cluster of 2 separate species, C2H2N2OS in total. Source: the OMol25 dataset; level of theory: wB97M-V/def2-TZVPD.

```
8
Properties=species:S:1:pos:R:3
C -0.80556 0.16962 0.65438
C -3.41299 -0.71542 -0.52596
N 0.80161 0.06746 -1.06564
N 0.11185 0.11010 -0.08327
O -3.17213 -1.82836 -0.62120
S -3.83481 0.77836 -0.35326
H -1.43253 0.39712 1.45005
H 1.25753 -0.83815 -1.09004
```

Values from the calculation:
- E_LUMO: 0.022 Eh
- Frontier orbital gap: 9.18 eV


Most stable of them? i.


i:
A structure of composition C4H6NO. Source: the OMol25 dataset; level of theory: wB97M-V/def2-TZVPD.

```
12
Properties=species:S:1:pos:R:3
C -0.71803 1.13014 0.08723
C -0.66223 -0.88514 -0.12257
C -1.80137 0.02028 -0.05312
C 1.61221 -0.08189 -0.14944
N 0.23080 -0.05141 -0.04063
O -2.95317 -0.00082 -0.21536
H -0.57404 1.91597 -0.68111
H -0.53584 1.40219 1.10102
H -0.67754 -3.02837 0.76479
H 2.03710 0.49857 -0.99697
H 1.98813 0.16620 0.85629
H 2.05397 -1.08572 -0.55011
```

Values from the calculation:
- E_LUMO (alpha / beta): -0.227 / -0.257 Eh
- Net charge: +1
- Frontier orbital gap (alpha / beta): 9.11 / 8.33 eV


ii:
The ion C4H6NO with charge +1. Source: the OMol25 dataset; level of theory: wB97M-V/def2-TZVPD.

```
12
Properties=species:S:1:pos:R:3
C -0.68900 1.72893 -0.21463
C 0.21408 0.95387 0.36423
N 0.04263 -0.43573 0.07479
C 1.07270 -1.44352 -0.06478
C -1.21244 -0.49413 -0.00693
O -2.33135 -0.67220 0.03135
H -0.74673 2.77978 0.03225
H -1.30844 1.42688 -1.04317
H 0.94140 1.22774 1.11177
H 1.66322 -1.24106 -0.96074
H 0.63082 -2.43574 -0.13279
H 1.72312 -1.39481 0.80864
```

Values from the calculation:
- E_LUMO: -0.164 Eh
- Structure (SMILES): C=C[N+](C)=C=O
- Net charge: +1
- Frontier orbital gap: 11.07 eV


Most stable of them? ii.


i:
A structure of composition C5H9Cl2N. Source: the OMol25 dataset; level of theory: wB97M-V/def2-TZVPD.

```
17
Properties=species:S:1:pos:R:3
C -1.12703 0.83965 0.11967
C 0.21648 0.23868 0.31659
C 0.63609 -0.92300 1.21297
C 0.51097 -1.85588 -0.19041
C 0.63993 -0.55063 -1.01069
H -2.20961 3.21662 0.00603
H 0.10004 2.61627 -0.43950
H -1.29722 0.94351 1.17980
H -1.72374 0.12219 -0.35479
H 0.65033 1.19672 0.60665
H -0.17465 -1.04030 1.87537
H 1.55073 -1.11880 1.87449
H 1.45640 -2.45764 -0.25893
H -0.27333 -2.52451 -0.34526
N -1.22685 2.13152 -0.57402
Cl -0.09722 -0.52959 -2.54171
Cl 2.36866 -0.30482 -1.47623
```

Values from the calculation:
- E_LUMO: -0.001 Eh
- Frontier orbital gap: 9.32 eV


ii:
The molecule C5H9Cl2N. Source: the OMol25 dataset; level of theory: wB97M-V/def2-TZVPD.

```
17
Properties=species:S:1:pos:R:3
C 0.91612 0.77240 1.15773
C 0.26474 -0.13344 0.05931
C 0.99778 -1.48154 -0.05178
Cl 2.76124 -1.20023 -0.52224
N 0.00767 0.52065 -1.26457
C -1.40495 0.68742 -1.01860
C -1.29996 -0.20147 0.20162
Cl -1.98464 -1.86761 -0.05826
H 2.08618 0.80979 1.08686
H 0.49788 1.81849 1.04428
H 0.70960 0.43447 2.23668
H 0.47166 -2.01484 -0.83435
H 0.95866 -1.96799 0.93291
H 0.47333 1.44010 -1.44760
H -1.74856 1.71959 -0.75966
H -2.07562 0.38236 -1.87071
H -1.63113 0.28184 1.10838
```

Values from the calculation:
- E_LUMO: 0.029 Eh
- Structure (SMILES): C[C@]1(CCl)NC[C@H]1Cl
- Frontier orbital gap: 10.14 eV


Most stable of them? ii.


i:
A structure of composition C7H6O3S. Source: the OMol25 dataset; level of theory: wB97M-V/def2-TZVPD.

```
17
Properties=species:S:1:pos:R:3
C -1.84967 2.31179 -0.77421
C -2.37929 1.39282 0.04802
C -0.48121 1.91535 -0.20393
C -1.32586 1.29696 1.14262
C 0.09006 0.64464 -0.73788
C -0.39384 -0.43614 0.15077
C 0.43877 -1.35906 0.96749
O -2.30497 -2.20251 0.69643
O -0.38831 2.26495 1.08170
O -3.10896 0.29835 -0.06636
S -2.04247 -1.18412 -0.34838
H -2.32058 2.86432 -1.62609
H -0.07922 0.50419 -1.89877
H 1.15130 0.66120 -0.73146
H 0.59069 -0.94628 1.96299
H 1.55989 -1.29306 0.69654
H -0.00213 -2.31420 0.98409
```

Values from the calculation:
- E_LUMO: -0.033 Eh
- Frontier orbital gap: 7.49 eV


ii:
The molecule C7H6O3S. Source: the OMol25 dataset; level of theory: wB97M-V/def2-TZVPD.

```
17
Properties=species:S:1:pos:R:3
O 2.92412 -1.72655 0.47422
C 2.31137 -0.75207 0.33269
C 2.37236 0.10444 -0.90293
S 1.53063 1.71656 -0.56360
C 0.60275 0.86481 0.78187
C -0.79091 0.35616 0.43133
C -1.19237 -0.56358 -0.50572
C -2.56134 -0.65879 -0.37077
C -2.90197 0.32206 0.62520
O -1.81564 0.87771 1.08168
O 1.42787 -0.29841 1.26649
H 3.30371 0.17874 -1.32082
H 1.96779 -0.38968 -1.77211
H 0.55233 1.49769 1.64707
H -0.62118 -0.89066 -1.42755
H -3.29082 -1.30947 -0.86210
H -3.81870 0.67103 1.08502
```

Values from the calculation:
- E_LUMO: 0.022 Eh
- Structure (SMILES): O=C1CS[C@@H](c2ccco2)O1
- Frontier orbital gap: 9.31 eV


Most stable of them? ii.


i:
The molecule C6H8N2S. Source: the OMol25 dataset; level of theory: wB97M-V/def2-TZVPD.

```
17
Properties=species:S:1:pos:R:3
H -1.70477 1.73535 -1.21165
N -1.42600 1.63700 -0.29021
C -1.35480 0.35994 -0.06479
C -1.76249 -0.77330 -0.99452
C -0.55275 0.09640 1.22215
C 0.87207 0.05629 0.79538
C 1.66312 1.14991 0.58897
S 3.15315 0.67207 -0.17199
C 2.49895 -0.99861 -0.17269
N 1.35253 -1.17121 0.40852
H -0.87799 -1.27760 -1.19552
H -2.50856 -1.43578 -0.40142
H -2.24224 -0.43349 -1.97162
H -0.79154 -0.84909 1.57450
H -0.75317 0.88300 1.87814
H 1.26496 2.14671 0.73350
H 3.16951 -1.79758 -0.72676
```

Values from the calculation:
- E_LUMO: 0.030 Eh
- Structure (SMILES): [H]/N=C(\C)Cc1cscn1
- Frontier orbital gap: 9.79 eV


ii:
The molecule C6H8N2S. Source: the OMol25 dataset; level of theory: wB97M-V/def2-TZVPD.

```
17
Properties=species:S:1:pos:R:3
C 1.83061 2.61754 -0.17642
C 1.00430 1.58504 -0.05906
N -0.29474 1.66312 0.38924
C -0.96153 0.47891 0.54194
C -2.18333 0.25955 1.08357
C -0.03105 -0.77356 -0.03506
N -0.46742 -1.95516 0.00790
C 0.20640 -2.99858 -0.69674
S 1.54614 -0.07522 -0.49752
H 2.82838 2.32573 -0.53364
H 1.56185 3.61345 -0.05576
H -0.91621 2.45792 0.39625
H -2.83215 1.09482 1.09479
H -2.42703 -0.70174 1.28118
H 1.17669 -3.24642 -0.26121
H 0.42826 -2.54937 -1.66793
H -0.46918 -3.79603 -0.81155
```

Values from the calculation:
- E_LUMO: 0.027 Eh
- Structure (SMILES): C=c1[nH]c(=C)/c(=N/C)s1
- Frontier orbital gap: 8.67 eV


Most stable of them? i.